# 1
A molecular structure, C33H51LiNO2P, computed with ωB97M-V/def2-TZVPD.

```
89
Properties=species:S:1:pos:R:3:forces:R:3
Li 0.989 0.425 0.083 -0.3438 0.0934 0.0795
C 1.204 0.822 2.444 0.1605 0.0691 -0.0052
C -0.044 0.340 2.875 -0.1027 -0.0294 -0.1185
C -1.047 1.169 2.319 0.0172 -0.0475 -0.0282
C -0.413 2.173 1.559 -0.0221 -0.0938 -0.0832
C 0.982 1.968 1.644 0.1466 0.1765 0.1101
C 2.072 2.907 1.208 0.0542 0.0648 -0.0209
C -1.125 3.251 0.799 -0.0377 0.1096 -0.0151
C -2.531 1.074 2.519 -0.1000 -0.0306 -0.0123
C -0.242 -0.786 3.846 -0.0004 -0.0375 0.1160
C 2.551 0.304 2.854 0.0575 -0.0628 0.0764
H 2.460 3.503 2.043 -0.0088 -0.0059 0.0427
H 1.730 3.616 0.452 -0.0397 0.0159 0.0072
H 2.932 2.379 0.784 0.0265 -0.0451 0.0036
H -1.778 3.852 1.442 -0.0052 0.0008 0.0321
H -1.756 2.859 -0.008 -0.0057 -0.0576 -0.0050
H -0.421 3.941 0.331 0.0306 0.0039 -0.0085
H -2.923 1.846 3.194 0.0481 0.0343 0.0048
H -2.835 0.114 2.941 0.0140 -0.0334 0.0199
H -3.080 1.186 1.578 0.0098 0.0090 -0.0295
H -1.294 -0.880 4.126 0.0089 0.0272 -0.0028
H 0.308 -0.622 4.780 0.0283 0.0265 -0.0081
H 0.077 -1.764 3.466 0.0163 0.0248 -0.0223
H 3.030 0.922 3.625 -0.0099 0.0325 0.0017
H 3.242 0.248 2.009 0.0145 0.0193 -0.0408
H 2.479 -0.707 3.263 -0.0297 -0.0243 0.0117
C -3.267 -1.295 -2.916 -0.0492 -0.0357 -0.0396
C -3.456 -2.007 -1.575 -0.1195 -0.0831 -0.1086
C -4.376 -3.213 -1.774 -0.1160 0.0198 0.0309
C -4.163 -1.028 -0.629 -0.0233 0.0047 0.0278
P -1.780 -2.319 -0.787 -0.0171 0.2471 0.2153
C -2.297 -3.299 0.687 0.0389 0.0471 -0.1011
C -2.180 -2.634 1.904 -0.0078 -0.1299 0.1092
C -2.545 -3.257 3.095 0.0455 0.0616 -0.0968
C -3.010 -4.560 3.081 -0.0502 -0.0977 0.0780
C -3.128 -5.243 1.875 0.0367 0.1295 -0.0172
C -2.780 -4.610 0.693 -0.0351 -0.0408 0.0074
C -0.727 -3.479 -1.818 0.0077 -0.1569 -0.0810
C 0.219 -2.588 -2.639 0.0669 -0.0371 -0.0142
C -1.400 -4.459 -2.779 0.0436 -0.0105 -0.0590
C 0.131 -4.259 -0.817 0.1178 -0.1077 -0.0317
H -4.251 -1.094 -3.351 -0.0105 0.0164 -0.0220
H -2.704 -1.886 -3.638 0.0446 -0.0499 -0.0107
H -2.766 -0.338 -2.789 0.1209 0.0925 0.0357
H -5.349 -2.859 -2.130 -0.0174 0.0095 -0.0116
H -4.549 -3.753 -0.843 -0.0081 0.0709 -0.0215
H -3.999 -3.915 -2.512 0.0886 -0.0628 -0.0778
H -5.084 -0.680 -1.104 -0.0460 0.0136 0.0082
H -3.543 -0.158 -0.406 0.0508 0.0182 -0.0163
H -4.429 -1.499 0.318 0.0158 -0.0320 0.0277
H -1.773 -1.630 1.920 -0.0171 0.0491 -0.0216
H -2.435 -2.721 4.028 -0.0184 -0.0459 0.0106
H -3.268 -5.054 4.011 -0.0245 0.0182 -0.0152
H -3.489 -6.263 1.855 0.0005 -0.0143 0.0141
H -2.887 -5.153 -0.235 0.0489 -0.0310 -0.0741
H -0.314 -2.064 -3.435 -0.0461 0.0493 -0.0283
H 0.986 -3.213 -3.107 -0.0066 -0.0080 -0.0429
H 0.737 -1.850 -2.022 -0.0418 -0.0079 0.0689
H -1.949 -3.941 -3.565 -0.0514 0.0241 -0.0263
H -2.081 -5.152 -2.291 -0.0558 -0.0447 0.1304
H -0.626 -5.057 -3.271 0.0164 0.0064 0.0131
H 0.567 -3.600 -0.068 0.0578 0.0991 0.0693
H 0.958 -4.728 -1.355 0.0339 -0.0280 0.0088
H -0.433 -5.031 -0.295 0.0050 0.0095 -0.0530
O 2.306 -0.421 -0.667 0.0813 -0.0448 -0.0806
N 3.196 -1.245 -1.223 -0.0550 0.0125 0.0420
C 3.895 -0.846 -2.346 0.0595 -0.0881 0.0305
C 4.711 -1.723 -2.993 0.0512 0.0276 -0.0970
C 4.893 -3.047 -2.532 -0.0819 0.0772 0.0619
C 4.259 -3.370 -1.302 0.0102 -0.0481 0.0176
C 3.448 -2.480 -0.670 0.0551 0.0083 -0.0578
H 3.735 0.180 -2.633 0.0696 -0.0169 0.0162
H 5.231 -1.362 -3.873 0.0270 -0.0271 -0.0225
H 5.541 -3.743 -3.038 0.0405 -0.0424 -0.0331
H 4.414 -4.328 -0.823 0.0342 -0.0445 -0.0151
H 2.963 -2.652 0.275 -0.0802 -0.0445 0.1089
C 1.159 0.806 -3.830 -0.0819 -0.0614 -0.0681
C 1.984 2.061 -3.546 0.0472 0.0699 0.0015
C 1.542 2.471 -2.131 0.0253 0.0198 0.0439
O 0.472 1.601 -1.752 0.0064 0.1071 0.0668
C -0.045 1.012 -2.933 -0.1727 -0.1010 0.1067
H 1.701 -0.086 -3.511 -0.0610 0.0211 -0.0206
H 0.890 0.700 -4.882 0.0032 -0.0096 -0.0166
H 1.765 2.849 -4.270 -0.0294 -0.0114 0.0226
H 3.053 1.860 -3.591 0.0066 0.0698 -0.0236
H 1.185 3.506 -2.097 0.0274 0.0076 -0.0233
H 2.333 2.349 -1.396 0.0289 -0.0260 -0.0126
H -0.793 1.680 -3.388 0.0554 -0.0033 -0.0431
H -0.533 0.087 -2.641 -0.0724 -0.0544 0.0055
```
Forces are in eV/Å.

Results
* total charge: -1
* highest occupied orbital energy (spin up / spin down): -1.65 / -3.26 eV
* ⟨S²⟩: 0.76
* HOMO-LUMO gap (spin up / spin down): 4.171 / 5.777 eV
* energy relative to the best compared isomer or geometry (same formula, charge and spin): 0.0 kcal per mole
* lowest unoccupied orbital energy (spin up / spin down): 2.521 / 2.520 eV
* 2S+1: 2

# 2
A molecular structure, C33H51MnN5S at a distorted geometry, computed with ωB97M-V/def2-TZVPD.

```
91
Properties=species:S:1:pos:R:3:forces:R:3
Mn 0.761 0.910 1.376 0.6711 0.6141 0.7715
C 2.820 2.747 0.302 0.0878 -0.0102 0.0494
C 1.864 2.440 -0.876 -0.0276 -0.0476 -0.0747
N 0.538 1.999 -0.410 -0.0647 -0.0008 -0.0139
C -0.449 3.096 -0.280 0.0210 0.0235 -0.1361
C -1.353 2.896 0.928 -0.0424 -0.0488 0.0636
N -0.595 2.347 2.076 -0.1817 0.0819 -0.0260
C 0.184 3.332 2.856 -0.0499 -0.0238 0.0566
C 1.484 3.704 2.156 0.0750 -0.0100 -0.0015
N 2.179 2.510 1.615 0.0900 0.0672 0.0061
H 3.204 3.769 0.247 -0.0239 -0.0068 -0.0099
H 3.678 2.079 0.244 -0.0503 0.0787 -0.0287
H 2.283 1.626 -1.467 0.0077 0.0031 0.0146
H 1.765 3.307 -1.534 0.0413 -0.0346 0.0022
H 0.179 1.281 -1.035 0.0375 0.0347 0.0214
H -1.064 3.167 -1.180 -0.0138 0.0039 -0.0029
H 0.098 4.036 -0.208 -0.0584 -0.0245 0.0067
H -2.134 2.172 0.691 0.0172 0.0351 -0.0262
H -1.844 3.837 1.195 0.0058 -0.0047 -0.0249
H -1.261 1.919 2.714 0.0824 0.0297 -0.0569
H 0.401 2.871 3.821 0.0130 0.0153 -0.0500
H -0.408 4.235 3.040 0.0417 -0.0142 0.0029
H 2.133 4.235 2.855 -0.0424 0.0098 0.0038
H 1.298 4.390 1.333 -0.0063 -0.0147 0.0219
H 2.895 2.218 2.273 -0.0732 0.0425 -0.0459
C -2.256 2.303 -3.791 -0.0011 0.0023 0.0097
C -2.026 1.080 -2.906 0.0747 0.0271 0.0574
C -2.040 -0.198 -3.753 -0.0033 -0.0336 0.0000
C -3.036 0.922 -1.782 -0.0680 0.0520 -0.0823
C -4.309 1.458 -1.909 0.0685 0.0114 0.0183
C -5.304 1.157 -0.991 0.0084 -0.0300 0.0425
C -5.058 0.223 -0.002 -0.0197 -0.0035 -0.0412
C -3.803 -0.356 0.161 -0.0478 -0.0509 0.0143
C -3.710 -1.576 1.073 0.0505 -0.0676 0.0008
C -4.680 -2.661 0.594 -0.0279 0.0295 0.0083
C -3.965 -1.239 2.543 -0.0022 -0.0195 0.0058
C -2.754 0.108 -0.661 0.0446 -0.0314 -0.0619
N -1.401 -0.240 -0.479 0.0043 -0.0033 0.2297
C -0.986 -0.517 0.715 -0.5977 -0.5235 -0.2647
C 0.340 -1.104 0.930 0.2303 -0.0858 0.0946
N 1.359 -0.719 0.199 -0.1382 -0.2546 -0.3302
C 2.402 -1.693 0.011 0.0124 0.1823 0.0271
C 2.038 -2.768 -0.823 0.0248 -0.0733 -0.0335
C 2.977 -3.760 -1.074 -0.0286 0.0209 -0.0346
C 4.264 -3.675 -0.577 0.0294 0.0449 0.0286
C 4.622 -2.580 0.185 -0.0439 -0.0766 0.0031
C 3.708 -1.579 0.502 -0.0462 -0.0531 -0.0560
C 4.180 -0.451 1.389 -0.0892 0.0930 0.0225
C 4.552 -0.974 2.777 0.0237 0.0043 0.0076
C 5.366 0.298 0.776 0.0047 0.0039 -0.0308
C 0.677 -2.859 -1.492 -0.0235 0.0907 -0.0570
C 0.806 -3.099 -2.998 -0.0092 -0.0563 0.0143
C -0.202 -3.928 -0.844 0.0045 -0.0565 0.0132
H -1.399 2.454 -4.446 0.0083 -0.0091 -0.0054
H -2.411 3.217 -3.214 0.0386 0.0071 0.0296
H -3.127 2.171 -4.434 -0.0298 -0.0101 -0.0041
H -1.024 1.146 -2.481 -0.0201 0.0753 0.0139
H -3.029 -0.352 -4.187 -0.0157 -0.0015 -0.0049
H -1.791 -1.070 -3.148 0.0039 -0.0046 0.0163
H -1.318 -0.127 -4.567 0.0227 0.0034 -0.0231
H -4.538 2.106 -2.742 -0.0087 0.0292 -0.0272
H -6.286 1.599 -1.089 -0.0233 0.0066 -0.0012
H -5.871 -0.098 0.634 -0.0345 -0.0089 0.0258
H -2.712 -2.012 0.986 -0.1901 -0.0214 -0.0263
H -5.718 -2.349 0.698 -0.0410 0.0069 0.0102
H -4.544 -3.566 1.186 0.0033 -0.0369 0.0211
H -4.506 -2.907 -0.453 0.0132 -0.0012 -0.0275
H -4.970 -0.837 2.684 -0.0182 0.0145 -0.0232
H -3.265 -0.494 2.928 0.0292 0.0288 0.0180
H -3.879 -2.132 3.162 0.0087 -0.0195 0.0106
H -1.674 -0.549 1.562 0.3059 0.2165 0.0380
H 0.398 -1.955 1.614 0.0189 0.0351 -0.0500
H 2.699 -4.603 -1.692 0.0045 -0.0192 -0.0147
H 4.986 -4.450 -0.795 0.0219 -0.0192 0.0063
H 5.633 -2.509 0.564 0.0378 0.0038 0.0110
H 3.344 0.247 1.500 0.0252 -0.0513 0.0438
H 5.413 -1.641 2.707 0.0037 0.0033 0.0242
H 3.736 -1.538 3.223 -0.0908 -0.0153 0.0344
H 4.818 -0.159 3.451 0.0093 0.0496 0.0245
H 6.248 -0.340 0.724 0.0072 -0.0374 0.0034
H 5.637 1.164 1.382 -0.0010 0.0334 0.0211
H 5.155 0.633 -0.241 -0.0009 -0.0061 -0.0312
H 0.173 -1.898 -1.380 0.0306 -0.0656 -0.0467
H 1.259 -4.064 -3.224 -0.0060 -0.0194 0.0011
H 1.414 -2.326 -3.468 0.0210 0.0264 -0.0070
H -0.181 -3.086 -3.464 -0.0233 0.0039 -0.0140
H 0.247 -4.918 -0.945 0.0079 0.0003 0.0028
H -1.184 -3.957 -1.318 -0.0365 0.0002 -0.0166
H -0.342 -3.745 0.223 -0.0118 -0.0079 0.0147
S 1.190 -0.034 4.529 0.0378 -0.1131 0.2253
C 1.004 0.285 3.025 -0.0989 -0.0181 -0.4018
```
Forces are in eV/Å.

Results
* total charge: +1
* highest occupied orbital energy (spin up / spin down): -10.33 / -9.98 eV
* ⟨S²⟩: 2.28
* HOMO-LUMO gap (spin up / spin down): 7.551 / 6.438 eV
* energy relative to the best compared isomer or geometry (same formula, charge and spin): 0.0 kcal per mole
* lowest unoccupied orbital energy (spin up / spin down): -2.777 / -3.542 eV
* 2S+1: 3